(1)
{
  "formula": "C7H11NO2",
  "method": "ωB97M-V/def2-TZVPD",
  "e_above_lowest_kj_mol": 259.9,
  "e_homo_ev": -8.58,
  "smiles": "c1cc[nH]c1.CC(=O)CO",
  "gap_ha": 0.3463,
  "total_charge": 0,
  "max_force_ev_per_a": 3.88,
  "e_tot_ha": -478.4978,
  "symbols": ["C", "C", "C", "N", "C", "H", "H", "H", "H", "H", "C", "C", "O", "C", "O", "H", "H", "H", "H", "H", "H"],
  "positions_angstrom": [[0.61257, -1.11818, 2.37274], [1.74489, -1.25243, 1.59336], [1.28642, -1.57152, 0.32564], [-0.07132, -1.66828, 0.31010], [-0.50334, -1.38572, 1.56760], [0.44102, -0.75660, 3.39219], [2.74616, -0.96168, 1.71566], [1.91619, -1.85854, -0.57622], [-0.51795, -1.87090, -0.51512], [-1.47044, -1.57892, 2.03628], [-1.75747, 0.91434, -0.71130], [-0.76000, 0.49310, -1.72571], [-1.04630, -0.42910, -2.43064], [0.50430, 1.33752, -1.73963], [1.00440, 1.54825, -0.43823], [-1.37245, 0.94810, 0.21211], [-2.11371, 1.88889, -0.91558], [-2.53359, 0.19843, -0.74759], [1.23958, 0.93952, -2.58999], [0.13071, 2.37800, -1.77461], [1.36363, 0.65744, -0.18346]],
  "atomic_forces_ev_per_a": [[-2.3, 0.5, 0.6], [-0.4, 0.2, -1.9], [1.9, -0.7, -1.5], [1.9, 0.3, 2.3], [0.2, -0.3, 1.8], [0.6, -0.4, -0.4], [1.1, 0.0, 0.7], [-1.1, 0.6, 1.2], [-1.8, -0.6, -1.8], [0.0, 0.3, -1.0], [-0.7, -0.3, -2.3], [-0.2, 0.9, 1.0], [0.7, -1.1, -1.4], [0.2, 0.6, -1.2], [1.4, -2.6, 0.4], [1.6, 0.1, 3.5], [-0.5, 1.1, -0.4], [-1.1, -0.5, 0.0], [-1.3, 1.2, 1.9], [0.0, -0.3, -2.0], [-0.2, 1.1, 0.5]],
  "mulliken_charge": [-0.428, -0.279, -0.773, 0.173, -0.442, 0.379, 0.470, 0.281, 0.254, 0.380, -1.348, 0.772, -0.589, -0.486, -0.520, 0.448, 0.458, 0.355, 0.240, 0.361, 0.293]
}



(2)
{
  "formula": "C11H36N10O7",
  "method": "ωB97M-V/def2-TZVPD",
  "e_above_lowest_kj_mol": 0.0,
  "e_homo_ev": -9.32,
  "smiles": "NC(N)=O.NC(N)=O.NC(N)=O.NC(N)=O.NC(N)=O.CC(C)O.CC(C)O",
  "gap_ha": 0.3636,
  "total_charge": 0,
  "max_force_ev_per_a": 4.19,
  "e_tot_ha": -1515.1745,
  "symbols": ["N", "C", "N", "O", "H", "H", "H", "H", "N", "C", "N", "O", "H", "H", "H", "H", "N", "C", "N", "O", "H", "H", "H", "H", "N", "C", "N", "O", "H", "H", "H", "H", "N", "C", "N", "O", "H", "H", "H", "H", "C", "C", "C", "O", "H", "H", "H", "H", "H", "H", "H", "H", "C", "C", "C", "O", "H", "H", "H", "H", "H", "H", "H", "H"],
  "positions_angstrom": [[-0.09777, 0.60518, 0.35061], [0.74197, 1.72014, 0.18971], [2.03379, 1.62581, 0.63263], [0.30850, 2.77501, -0.24918], [-1.03188, 0.89272, 0.14923], [0.08612, -0.25410, 0.85226], [2.39404, 0.66600, 0.70149], [2.65960, 2.29711, 0.31116], [0.06609, -3.58230, 3.97318], [0.34763, -3.24460, 5.25212], [-0.20321, -4.03928, 6.24033], [1.13700, -2.36943, 5.52132], [-0.87686, -3.91667, 3.78212], [0.57030, -3.10567, 3.20832], [-0.68188, -4.89028, 5.98685], [0.29117, -4.12374, 7.10874], [-0.57002, 3.33336, -2.81470], [-1.54660, 2.73205, -3.46737], [-1.79724, 3.24177, -4.74353], [-2.26874, 1.83089, -3.04800], [-0.37300, 3.03711, -1.86956], [0.06163, 4.04998, -3.20128], [-1.15252, 3.90074, -5.15505], [-2.29313, 2.61189, -5.34480], [1.93446, -2.89185, -0.29896], [0.65269, -2.83564, 0.17613], [-0.29577, -3.41540, -0.69810], [0.29561, -2.37249, 1.26790], [2.63996, -2.36630, 0.22357], [2.11550, -3.10121, -1.26689], [-0.09092, -3.47197, -1.71937], [-1.24984, -3.01509, -0.41013], [3.29766, -2.35564, 3.06968], [3.01757, -1.09668, 2.54211], [2.10628, -0.38063, 3.29041], [3.30020, -0.88923, 1.37483], [3.39297, -2.55557, 4.06675], [4.08650, -2.87574, 2.61491], [1.64972, -0.94966, 4.01864], [1.70747, 0.44373, 2.89751], [0.12802, -0.14129, -4.39607], [1.25984, -0.70903, -3.74329], [1.39677, -0.10991, -2.28050], [1.02921, -2.14291, -3.55890], [-0.02791, -0.61197, -5.40207], [0.19187, 0.93855, -4.57448], [-0.81407, -0.16146, -3.90060], [2.20872, -0.57769, -4.36615], [0.53484, -0.33813, -1.65998], [1.68585, 0.99148, -2.37750], [2.25608, -0.59882, -1.70947], [0.96392, -2.57685, -4.43723], [-3.32861, 3.88641, -0.15870], [-2.65437, 2.68430, 0.48671], [-3.24636, 2.39123, 1.85089], [-2.84552, 1.49932, -0.29058], [-2.94694, 4.04830, -1.17138], [-3.21075, 4.69637, 0.51229], [-4.37964, 3.75030, -0.28303], [-1.65701, 2.92392, 0.65938], [-2.77557, 1.44096, 2.25841], [-4.32309, 2.23144, 1.69129], [-3.07467, 3.12860, 2.61740], [-2.73569, 1.69258, -1.28202]],
  "atomic_forces_ev_per_a": [[1.6, 1.9, -0.1], [-0.3, -1.5, 1.2], [-1.3, -2.5, 0.5], [-0.1, 0.5, -0.6], [-1.1, -0.4, -0.1], [0.3, 0.2, 0.0], [0.2, 0.5, 0.1], [0.9, 1.3, -0.6], [-0.8, -0.2, -0.9], [0.3, -1.1, 0.2], [-0.7, -0.3, -0.2], [1.1, 1.1, 0.4], [0.6, 0.0, -0.2], [-0.8, -0.1, 0.6], [0.1, 0.1, -0.2], [0.1, 0.5, 0.1], [1.5, 1.0, 0.6], [-1.2, 0.4, -2.1], [0.3, -0.1, 0.5], [0.2, -0.1, 0.5], [0.2, -0.1, 0.5], [-1.0, -0.8, 0.2], [-0.1, -0.3, -0.1], [-0.1, 0.1, -0.2], [-0.1, 0.3, 1.1], [-0.4, -0.6, -1.4], [-1.3, 1.4, 0.8], [0.6, -0.2, -0.7], [-0.3, -0.2, -0.2], [-0.2, 0.1, 0.0], [-0.3, 0.4, 1.4], [1.9, -1.1, -1.1], [2.2, -1.1, 0.3], [-2.5, -1.5, 0.8], [1.5, -1.4, 0.3], [0.9, 1.0, -0.7], [-0.7, 0.8, -0.2], [-1.3, 1.1, 0.1], [0.1, 0.8, -0.2], [-0.3, 0.3, -0.1], [-2.1, 1.6, -3.3], [2.3, -1.1, 2.5], [2.4, -0.4, -1.0], [0.3, -0.2, -0.5], [0.1, 0.4, 0.6], [0.6, -0.1, -0.2], [-0.6, -0.7, 0.9], [-1.0, 0.0, 1.0], [-0.3, 0.5, -0.5], [-0.9, -1.4, 0.3], [-0.9, 0.6, -1.0], [0.0, 0.6, 0.8], [0.4, -1.0, -0.5], [-2.3, 0.0, 0.1], [-0.1, -1.9, 0.1], [0.5, 0.3, -1.3], [0.3, 0.4, 0.3], [0.4, 1.3, 0.3], [-0.9, -0.4, 0.1], [2.0, 0.2, -0.3], [-0.7, 0.9, -0.5], [0.2, -0.1, 0.4], [0.0, 0.6, 0.0], [0.0, -0.2, 1.6]],
  "mulliken_charge": [0.118, 0.323, -0.304, -0.838, 0.502, -0.148, 0.152, 0.265, -0.315, 0.619, -0.494, -0.661, 0.250, 0.145, 0.194, 0.249, -0.178, 0.613, -0.479, -0.757, 0.245, 0.228, 0.172, 0.263, -0.333, 0.609, -0.581, -0.667, 0.242, 0.196, 0.258, 0.270, -0.333, 0.450, -0.309, -0.749, 0.229, 0.245, 0.278, 0.183, -1.350, 0.469, -0.803, -0.478, 0.395, 0.311, 0.314, 0.148, 0.223, 0.400, 0.135, 0.291, -1.479, 1.199, -1.509, -0.709, 0.228, 0.464, 0.370, -0.092, 0.266, 0.361, 0.373, 0.324]
}



(3)
{
  "formula": "C19H47Br6N5O12",
  "method": "ωB97M-V/def2-TZVPD",
  "e_above_lowest_kj_mol": 55.9,
  "e_homo_ev": -9.90,
  "smiles": "C[N+](=O)[O-].C[N+](=O)[O-].C[N+](=O)[O-].C[N+](=O)[O-].C[N+](=O)[O-].BrCCBr.BrCCBr.BrCCBr.CCOCC.CCOCC",
  "gap_ha": 0.3574,
  "total_charge": 0,
  "max_force_ev_per_a": 3.19,
  "e_tot_ha": -17372.3327,
  "symbols": ["C", "N", "O", "O", "H", "H", "H", "C", "N", "O", "O", "H", "H", "H", "C", "N", "O", "O", "H", "H", "H", "C", "N", "O", "O", "H", "H", "H", "C", "N", "O", "O", "H", "H", "H", "Br", "C", "C", "Br", "H", "H", "H", "H", "Br", "C", "C", "Br", "H", "H", "H", "H", "Br", "C", "C", "Br", "H", "H", "H", "H", "C", "C", "O", "C", "C", "H", "H", "H", "H", "H", "H", "H", "H", "H", "H", "C", "C", "O", "C", "C", "H", "H", "H", "H", "H", "H", "H", "H", "H", "H"],
  "positions_angstrom": [[12.49698, 12.59748, -32.93030], [12.17306, 11.88391, -31.65100], [11.62631, 10.80171, -31.76684], [12.24957, 12.53030, -30.63461], [11.94898, 12.32946, -33.82651], [13.51443, 12.22867, -33.10008], [12.47620, 13.66161, -32.73341], [21.77578, 16.41925, -30.72626], [20.98028, 16.52848, -31.99498], [21.06235, 17.58386, -32.58617], [20.31201, 15.57847, -32.33939], [21.87066, 15.36126, -30.50332], [21.12220, 16.94316, -30.03262], [22.76169, 16.81911, -30.93029], [23.44886, 11.60234, -32.99477], [22.37097, 12.36375, -32.26620], [22.74555, 13.38277, -31.71752], [21.22122, 11.98549, -32.32562], [22.94171, 10.93850, -33.69625], [24.01201, 11.04645, -32.25426], [24.01513, 12.27246, -33.63285], [18.62957, 14.48143, -29.65749], [19.51156, 15.48395, -29.07251], [19.10978, 16.62652, -28.94146], [20.65193, 15.12601, -28.80392], [17.58034, 14.64370, -29.43817], [18.86950, 13.47606, -29.31395], [18.85261, 14.41381, -30.72274], [21.70717, 13.43791, -38.88487], [21.43694, 12.07776, -39.42035], [21.84204, 11.13215, -38.78364], [20.91635, 12.01354, -40.49691], [21.56959, 13.44374, -37.80587], [20.91600, 14.06313, -39.28745], [22.72795, 13.72578, -39.11222], [21.34676, 9.61227, -35.88067], [19.95441, 8.88131, -34.70784], [20.52839, 8.62432, -33.32568], [19.10029, 7.92346, -32.13943], [19.55029, 7.99828, -35.18916], [19.15378, 9.60472, -34.59497], [20.93587, 9.49527, -32.82434], [21.25578, 7.81790, -33.31838], [13.89411, 17.02645, -35.43901], [15.55808, 16.62131, -34.44085], [15.27983, 16.69719, -32.97750], [16.82139, 16.14198, -31.91953], [16.34351, 17.31483, -34.73413], [15.84870, 15.64311, -34.81472], [14.37676, 16.17280, -32.66443], [14.98482, 17.71198, -32.70358], [20.43819, 13.16514, -35.35411], [18.80895, 12.33426, -34.66891], [17.95085, 13.44526, -34.06520], [16.12358, 12.73955, -33.78174], [19.06967, 11.65460, -33.86476], [18.28868, 11.86889, -35.49910], [17.91980, 14.34666, -34.66796], [18.30653, 13.70607, -33.07341], [16.34024, 8.68681, -34.37496], [16.00260, 9.24251, -35.73746], [17.21691, 9.46010, -36.44510], [17.04269, 9.98829, -37.73333], [18.41478, 10.29065, -38.31862], [15.43992, 8.15772, -34.04348], [17.13261, 7.93893, -34.39885], [16.61367, 9.36612, -33.56809], [15.31983, 8.57555, -36.27118], [15.53382, 10.22964, -35.62117], [16.52828, 9.37551, -38.49245], [16.37475, 10.86319, -37.68797], [18.26831, 10.98322, -39.15081], [18.95019, 9.38346, -38.57619], [18.95271, 10.88991, -37.58023], [19.50337, 16.79299, -35.73430], [20.05994, 16.77186, -37.17189], [18.93368, 16.91451, -38.00147], [19.19674, 16.63609, -39.38464], [19.06348, 17.91280, -40.18665], [18.88113, 17.69162, -35.71729], [18.74495, 16.00932, -35.63735], [20.11590, 16.67139, -34.84720], [20.82100, 17.55199, -37.28714], [20.62472, 15.84235, -37.31650], [20.21172, 16.26100, -39.52957], [18.39669, 15.95775, -39.68358], [19.85993, 18.64577, -40.02367], [18.28147, 18.52118, -39.71518], [18.81914, 17.72121, -41.22872]],
  "atomic_forces_ev_per_a": [[1.8, -0.3, 0.1], [-2.9, 0.5, -1.2], [0.8, -0.2, 0.3], [0.8, -0.2, 0.4], [-0.6, -0.4, 0.6], [0.0, 0.6, -0.2], [0.1, 0.0, 0.0], [-0.2, -0.5, -1.0], [1.0, 0.3, 0.1], [-0.2, -0.1, -0.2], [-0.4, -0.2, -0.1], [-0.1, 0.2, -0.1], [0.8, 0.3, 0.3], [-0.2, 0.6, 0.2], [-1.1, -0.6, -0.7], [0.7, 0.8, -0.6], [-0.2, -0.2, 0.2], [0.1, -0.3, 0.2], [-0.1, -0.2, 0.3], [0.2, 0.2, 0.0], [0.2, 0.4, 0.6], [-0.5, -1.6, -0.4], [0.8, 0.0, 0.6], [-0.1, -0.3, -0.1], [-1.1, -0.2, 0.6], [0.1, 0.6, -0.1], [0.4, 0.3, 0.5], [-0.1, 0.5, 0.0], [-0.9, 0.3, 0.7], [1.1, 0.2, 0.6], [0.0, -0.3, 0.3], [-0.7, -0.1, -1.0], [0.2, -0.4, -0.1], [0.4, 0.3, -0.3], [-0.1, 0.0, -0.4], [-0.3, -0.3, 0.3], [0.1, 0.3, 0.7], [-0.1, -0.9, 0.0], [0.3, 0.3, -0.2], [0.1, -0.1, 0.0], [0.0, 0.1, -0.5], [-0.1, 0.2, -0.2], [0.1, 0.1, -0.1], [0.6, 0.0, 0.3], [0.1, -0.2, -0.7], [-1.0, 0.6, 0.5], [-0.4, 0.3, -0.3], [-0.3, 0.2, -0.1], [-0.1, -0.1, 0.3], [0.4, -0.8, -0.1], [0.7, 0.2, 0.0], [-0.1, -0.1, 0.2], [-0.6, 0.9, 0.3], [0.2, -0.5, 0.2], [0.5, 0.3, -0.2], [0.2, -0.3, -0.3], [0.2, -0.3, 0.0], [-0.3, -0.1, -0.1], [0.0, 0.1, 0.0], [-0.6, -0.9, 0.4], [0.7, 0.9, 0.4], [-0.2, -0.7, -0.2], [0.0, 0.4, -0.9], [-0.8, 1.2, 0.6], [0.1, 0.0, 0.3], [-0.1, 0.0, -0.3], [0.0, 0.5, -0.4], [0.2, 0.0, -0.2], [-0.3, -0.2, -0.1], [-0.1, -0.7, 0.7], [0.4, 0.3, 0.2], [0.2, -0.4, -0.4], [0.2, 0.1, -0.1], [0.4, -0.3, 0.0], [-1.3, 0.0, -0.7], [0.5, -0.4, 1.8], [0.8, -0.4, -0.4], [-0.4, 1.0, 0.3], [-0.6, 1.1, 0.8], [0.3, 0.3, 0.6], [0.2, -0.2, -0.3], [0.6, 0.4, -0.3], [-0.3, 0.4, -0.2], [-0.4, -0.3, -0.4], [-0.2, -0.6, 0.1], [0.4, -0.4, -0.2], [0.6, -0.6, -0.5], [-0.6, -0.5, -0.4], [0.2, 0.2, -0.1]],
  "mulliken_charge": [-0.345, 0.923, -0.537, -0.533, 0.294, -0.148, 0.270, -1.052, 0.886, -0.563, -0.238, 0.372, 0.395, 0.322, -0.603, 0.890, -0.552, -0.425, 0.033, 0.328, 0.295, -0.671, 1.031, -0.538, -0.568, 0.366, 0.269, -0.009, -0.414, 0.956, -0.520, -0.558, -0.188, 0.277, 0.312, -0.178, 0.157, -0.408, -0.204, 0.515, -0.398, 0.077, 0.483, -0.153, -0.381, -0.507, -0.050, 0.359, 0.010, 0.295, 0.475, -0.107, 0.010, 0.883, -0.145, 0.260, 0.072, -0.475, -0.349, -1.028, -0.267, -0.105, -0.667, -0.586, 0.432, 0.193, 0.211, 0.365, 0.192, 0.410, 0.334, 0.411, 0.290, -0.114, -1.092, 0.417, -0.343, -0.089, -1.324, 0.451, -0.028, 0.337, 0.278, -0.215, 0.178, 0.338, 0.320, 0.322, 0.380]
}



> Number 1 is which compound?

C7H11NO2